This record from the OMol25 dataset describes C35H52IrOP4 as an isolated structure at a distorted geometry. The level of theory is ωB97M-V with the def2-TZVPD basis set.

Values from the calculation:
Orbital gap (spin up / spin down) = 8.00 / 3.74 eV
Total energy = -79139.67534 eV
Max |F| = 3.449 eV/Å
Molecular weight = 804.913 g/mol
LUMO energy (spin up / spin down) = -9.99 / -14.18 eV
Spin multiplicity = 6
Net charge = +4

CARTESIAN COORDINATES (ANGSTROEM)
Ir 0.279 0.043 -1.262
P 1.633 1.024 0.332
P -0.977 1.878 -1.663
P 2.019 -0.542 -2.606
H -1.983 -1.487 -0.637
C -0.971 -1.758 -0.930
C 0.058 -1.739 0.049
H -0.201 -1.409 1.057
C 0.885 1.275 1.979
C 2.333 2.663 -0.086
C 3.098 0.038 0.809
C -2.638 1.366 -2.206
C -1.303 3.028 -0.276
C -0.245 2.851 -3.007
C 2.878 -2.005 -1.928
C 3.331 0.704 -2.790
C 1.525 -1.046 -4.283
H -0.902 -2.424 -1.786
H 0.900 -2.424 -0.045
H 0.708 0.294 2.442
H -0.057 1.835 1.919
H 1.606 1.851 2.580
H 1.554 3.416 -0.248
H 2.970 2.588 -0.975
H 2.945 2.957 0.777
H 2.810 -0.995 1.038
H 3.495 0.505 1.720
H 3.878 0.051 0.040
H -3.098 2.234 -2.684
H -3.223 1.060 -1.334
H -2.611 0.530 -2.913
H -1.911 3.859 -0.668
H -0.379 3.438 0.152
H -1.872 2.517 0.517
H -0.895 3.711 -3.195
H -0.182 2.247 -3.919
H 0.760 3.198 -2.744
H 3.492 -2.455 -2.718
H 2.148 -2.742 -1.576
H 3.518 -1.721 -1.087
H 3.989 0.433 -3.626
H 3.941 0.771 -1.883
H 2.894 1.687 -2.995
H 2.289 -1.670 -4.769
H 1.337 -0.152 -4.892
H 0.586 -1.608 -4.220
C -1.904 -1.566 -4.925
C -3.084 -1.024 -5.484
C -3.635 -1.638 -6.611
C -3.072 -2.793 -7.155
C -1.894 -3.323 -6.608
C -1.317 -2.714 -5.502
O -1.510 -1.234 -3.630
H -1.033 -0.377 -3.400
H -3.581 -0.193 -4.991
H -4.547 -1.225 -7.057
H -3.551 -3.302 -8.010
H -1.444 -4.225 -7.023
H -0.453 -3.159 -5.007
C -4.668 3.614 4.809
C -3.439 3.923 4.209
C -2.697 2.926 3.564
C -3.185 1.603 3.531
C -4.423 1.305 4.125
C -5.153 2.305 4.770
P -2.235 0.281 2.725
C -1.566 -0.716 4.107
C -1.009 -1.994 3.849
C -0.386 -2.709 4.877
C -0.251 -2.145 6.148
C -0.750 -0.864 6.394
C -1.378 -0.143 5.380
C -3.555 -0.739 1.962
C -3.871 -2.052 2.346
C -4.780 -2.802 1.599
C -5.392 -2.245 0.471
C -5.121 -0.918 0.111
C -4.240 -0.155 0.872
H -5.250 4.401 5.302
H -3.063 4.949 4.241
H -1.739 3.172 3.098
H -4.815 0.293 4.073
H -6.106 2.053 5.240
H -1.069 -2.423 2.847
H -0.003 -3.711 4.677
H 0.268 -2.691 6.933
H -0.631 -0.413 7.382
H -1.736 0.877 5.564
H -3.411 -2.497 3.228
H -5.009 -3.829 1.892
H -6.088 -2.838 -0.129
H -5.601 -0.483 -0.772
H -4.075 0.898 0.630

This record from the OMol25 dataset describes C30H27BrHgN3O3Sb as an isolated structure. The level of theory is ωB97M-V with the def2-TZVPD basis set.

Values from the calculation:
Orbital gap (spin up / spin down) = 8.07 / 7.91 eV
Energy relative to the best compared isomer or geometry (same formula, charge and spin) = 0.545 eV
Total energy = -122908.52331 eV
Max |F| = 0.856 eV/Å
Molecular weight = 879.818 g/mol
LUMO energy (spin up / spin down) = -3.30 / -3.48 eV
Spin multiplicity = 2
Net charge = +1

CARTESIAN COORDINATES (ANGSTROEM)
Hg 0.076 -0.294 -0.533
O -1.336 -1.925 5.516
C -0.934 -1.433 4.336
C -0.140 -0.287 4.218
C 0.227 0.153 2.970
N -0.161 -0.492 1.849
C -0.891 -1.554 2.025
Br -1.548 -1.895 -1.499
C -1.333 -2.111 3.193
H -1.022 -1.382 6.244
H 0.185 0.255 5.097
H 0.845 1.032 2.840
H -1.948 -3.001 3.248
O 2.478 4.184 -2.225
C 1.505 4.715 -3.127
N 0.623 5.636 -2.488
C -0.634 5.420 -1.974
O -1.320 6.350 -1.603
C -1.171 4.017 -1.832
C -2.496 3.825 -2.193
C -3.097 2.609 -1.954
C -2.355 1.614 -1.354
N -1.073 1.773 -1.009
C -0.478 2.958 -1.249
H 2.920 4.927 -1.801
H 0.958 3.866 -3.509
H 1.988 5.223 -3.953
H 0.859 6.614 -2.522
H -3.052 4.645 -2.638
H -4.132 2.431 -2.209
H -2.787 0.643 -1.147
H 0.551 3.071 -0.931
C 7.355 0.274 -2.747
C 6.379 1.227 -3.003
C 5.080 1.043 -2.530
C 4.774 -0.100 -1.798
C 5.750 -1.067 -1.543
C 7.040 -0.872 -2.020
Sb 2.870 -0.575 -0.989
C 2.676 -2.510 -1.860
C 3.178 -2.693 -3.151
C 2.996 -3.905 -3.808
C 2.306 -4.938 -3.185
C 1.795 -4.758 -1.906
C 1.972 -3.547 -1.248
C 3.514 -0.988 1.001
C 2.835 -1.883 1.832
C 3.252 -2.082 3.144
C 4.338 -1.372 3.645
C 5.009 -0.465 2.831
C 4.600 -0.272 1.515
H 8.366 0.417 -3.121
H 6.622 2.115 -3.576
H 4.316 1.772 -2.757
H 5.513 -1.965 -0.983
H 7.800 -1.622 -1.826
H 3.723 -1.897 -3.649
H 3.395 -4.041 -4.806
H 2.158 -5.881 -3.700
H 1.245 -5.558 -1.421
H 1.552 -3.432 -0.260
H 1.980 -2.441 1.470
H 2.729 -2.795 3.773
H 4.662 -1.526 4.669
H 5.856 0.090 3.219
H 5.144 0.428 0.888

This record from the OMol25 dataset describes one molecule with the formula C14H14N2O4 at a distorted geometry. The level of theory is ωB97M-V with the def2-TZVPD basis set.

Values from the calculation:
Orbital gap = 8.89 eV
Energy relative to the best compared isomer or geometry (same formula, charge and spin) = 8.891 eV
Total energy = -25909.04943 eV
Max |F| = 5.505 eV/Å
Molecular weight = 274.276 g/mol
LUMO energy = -0.50 eV
SMILES = CCCCC#C[C@@]1(O)C(=O)Nc2ccc([N+](=O)[O-])cc21
Net charge = 0

CARTESIAN COORDINATES (ANGSTROEM)
C 0.027 -4.725 0.146
C 0.186 -3.368 0.661
C -0.620 -2.995 1.887
C -0.096 -1.869 2.659
C -0.329 -0.626 1.922
C -0.727 0.488 1.479
C -0.666 1.882 1.017
O -1.900 2.659 1.212
C 0.462 2.774 1.705
O 0.619 3.123 2.842
N 1.264 3.306 0.764
C 0.969 2.854 -0.561
C 1.418 3.238 -1.860
C 0.898 2.639 -3.039
C -0.056 1.620 -2.896
N -0.675 1.144 -4.090
O -0.678 1.771 -5.166
O -0.980 0.007 -3.987
C -0.547 1.448 -1.577
C -0.093 2.057 -0.471
H -0.825 -4.840 -0.484
H 0.084 -5.467 0.928
H 0.886 -4.888 -0.479
H 0.078 -2.588 -0.115
H 1.226 -3.331 1.051
H -1.635 -2.926 1.464
H -0.608 -3.941 2.546
H 0.930 -2.033 2.894
H -0.583 -1.861 3.606
H -2.076 2.728 2.187
H 1.955 3.965 1.057
H 2.283 3.844 -1.769
H 1.335 2.924 -4.062
H -1.527 0.988 -1.473

Q: Look up the total energy of the first one.
A: -79139.67534 eV

Q: Which value of molecular weight does entry 1 give?
A: 804.913 g/mol

Q: Which of these has the highest net charge?
A: C35H52IrOP4

Q: What is the total energy in the third record?
A: -25909.04943 eV